Entry 1:
# C23H47FN2O2ReSSbSi

A molecular structure, C23H47FN2O2ReSSbSi in a non-equilibrium geometry (the ωB97M-V functional and the def2-TZVPD basis, the Open Molecules 2025 dataset).

Calculated values
F_max in eV Å⁻¹: 2.8
Total charge: -1
2S+1: 2
ΔE to the lowest compared entry with this formula, charge and spin in kcal per mole: 0.0
Highest occupied orbital energy (spin up / spin down) in eV: -3.4 / -3.7
Expectation value of S²: 0.76

Geometry as XYZ:
```
79
Properties=species:S:1:pos:R:3:forces:R:3:mulliken_charge:R:1
Re -0.399116 -0.779152 0.213572 -2.1 -1.7 -0.6 0.240
C -2.428289 2.990075 -1.969378 0.1 0.0 0.2 -0.899
N -1.564091 3.076037 -0.796321 0.0 0.1 -0.1 0.450
C -1.144846 4.271112 -0.264844 0.0 -0.1 -0.1 -0.243
C -0.326878 4.322382 0.794859 0.0 -0.1 0.0 -0.944
C 0.099651 3.077703 1.449928 -0.1 -0.2 0.1 0.278
O 0.745398 3.077823 2.488238 0.0 0.0 -0.1 -0.733
N -0.306867 1.897614 0.838052 0.2 0.0 -0.1 0.124
C -1.067311 1.914085 -0.243213 -0.3 0.0 -0.2 0.208
O -1.376789 0.821922 -0.803545 0.2 0.6 0.0 -0.978
H -2.563273 3.990851 -2.374058 0.0 0.0 0.0 0.353
H -3.399697 2.570180 -1.707293 0.0 0.0 0.0 0.264
H -1.975935 2.347313 -2.721085 0.1 0.0 0.0 0.236
H -1.511626 5.156055 -0.766663 0.0 0.0 0.0 0.373
H 0.009500 5.264461 1.203370 0.0 0.0 0.0 0.423
C -4.505804 -2.000119 2.054287 0.0 0.0 0.1 -1.040
C -3.556641 -1.499810 3.146908 -0.1 0.1 -0.1 -0.719
Sb -2.193685 -0.031944 2.348550 0.0 -0.4 0.2 0.238
C -1.174128 0.523239 4.159924 -0.2 0.0 0.1 -0.679
C -1.938049 0.292767 5.467628 0.1 0.1 -0.1 -1.201
C -3.577041 1.620846 2.175035 0.0 0.0 0.0 -0.602
C -4.761584 1.616032 3.143943 0.1 0.0 -0.1 -1.142
H -5.180764 -2.774209 2.433231 0.0 0.0 0.0 0.358
H -3.948688 -2.416027 1.213915 0.0 0.0 0.0 0.192
H -5.127061 -1.189410 1.661496 0.0 0.0 0.0 0.260
H -2.929168 -2.311931 3.520777 0.0 0.0 0.0 0.434
H -4.099195 -1.074058 3.994636 0.0 -0.1 0.0 0.368
H -0.882330 1.567088 4.030761 0.0 0.0 0.0 0.390
H -0.252314 -0.059398 4.141302 0.0 0.0 0.0 0.428
H -2.846780 0.896951 5.524698 0.0 0.0 0.0 0.208
H -1.317952 0.560174 6.330437 0.0 0.0 0.0 0.418
H -2.232137 -0.752886 5.587830 0.0 0.1 0.0 0.276
H -3.924724 1.614805 1.139260 0.0 0.0 0.0 0.345
H -2.966484 2.520082 2.301115 0.0 0.0 0.0 0.397
H -5.377750 0.721035 3.025628 0.1 0.1 0.0 0.234
H -5.407875 2.483584 2.975954 0.0 0.0 0.0 0.400
H -4.433469 1.652927 4.184916 0.0 0.0 -0.1 0.194
C 0.949311 -3.234114 -3.050558 0.0 -0.1 0.0 -1.887
C 1.903975 -2.837866 -1.913726 0.1 -0.1 0.1 2.735
C 1.651380 -3.829334 -0.758616 0.0 0.0 -0.1 -1.739
C 3.339198 -3.074971 -2.420936 -0.1 -0.1 0.0 -1.817
Si 1.554604 -1.008441 -1.293983 0.0 0.0 0.1 0.055
C 3.115958 -0.406925 -0.247900 0.0 0.0 -0.1 2.979
C 2.713962 0.809777 0.598674 0.1 0.1 0.0 -1.958
C 4.353405 -0.012915 -1.071162 0.0 0.0 0.1 -1.906
C 3.541570 -1.483301 0.766571 0.0 0.0 0.0 -2.196
C 1.392097 0.129589 -2.889423 0.1 -0.1 -0.1 3.012
C 1.485258 1.611153 -2.492390 0.0 0.0 -0.1 -2.010
C 2.456349 -0.116675 -3.975763 -0.1 0.1 0.0 -1.871
C 0.014780 -0.089663 -3.545657 0.0 0.0 0.0 -1.481
H 1.005436 -4.324929 -3.200501 0.0 0.1 0.0 0.601
H 1.222672 -2.762481 -3.999161 0.0 -0.1 0.1 0.321
H -0.090417 -2.984968 -2.819249 0.1 -0.1 0.0 0.199
H 1.788878 -4.857378 -1.134236 0.0 0.1 0.0 0.569
H 0.636858 -3.743016 -0.368175 0.0 0.0 0.0 0.156
H 2.338351 -3.685464 0.076111 0.0 0.0 -0.1 0.316
H 3.434024 -4.122707 -2.750632 0.0 0.1 0.0 0.551
H 4.087502 -2.915134 -1.644174 0.0 0.0 0.0 0.262
H 3.599588 -2.439189 -3.271614 0.0 -0.1 0.1 0.265
H 2.361068 1.652869 0.001167 0.0 -0.1 0.1 0.170
H 3.582078 1.155075 1.183498 -0.1 0.0 -0.1 0.627
H 1.927034 0.567547 1.319352 0.1 0.0 0.0 0.208
H 4.170797 0.860490 -1.703354 0.0 -0.1 0.1 0.345
H 4.705519 -0.823905 -1.712287 0.0 0.0 0.0 0.240
H 5.176109 0.251171 -0.386776 -0.1 0.0 -0.1 0.543
H 2.692107 -1.837100 1.359548 0.1 0.1 -0.1 0.160
H 4.279616 -1.047736 1.458109 0.0 0.0 -0.1 0.578
H 4.012133 -2.344031 0.291445 0.0 0.0 0.0 0.387
H 2.494744 1.896103 -2.184101 -0.1 0.0 0.0 0.189
H 0.811239 1.863471 -1.672648 0.0 0.0 -0.1 0.385
H 1.215508 2.240098 -3.356245 0.0 0.0 0.1 0.612
H 3.476953 0.007366 -3.605617 -0.1 0.0 0.0 0.276
H 2.312705 0.600256 -4.802420 0.0 -0.1 0.1 0.543
H 2.372272 -1.118787 -4.402650 0.0 0.1 0.0 0.319
H -0.802047 -0.046691 -2.823608 0.1 0.0 -0.1 -0.001
H -0.047524 -1.058203 -4.047783 0.0 0.1 0.0 0.274
H -0.150971 0.689200 -4.309350 0.0 -0.1 0.0 0.509
S -1.702048 -2.282873 -0.739490 1.2 1.4 0.7 -0.714
F 0.461766 -1.803568 1.635863 0.5 0.4 0.1 -0.715
```
Positions in Å, forces in eV/Å.


Entry 2:
# C26H34Br2N5O2Pb

A molecular structure, C26H34Br2N5O2Pb (the ωB97M-V functional and the def2-TZVPD basis, the Open Molecules 2025 dataset).

Calculated values
F_max in eV Å⁻¹: 0.5
Total charge: -1
ΔE to the lowest compared entry with this formula, charge and spin in kcal per mole: 5.9
Highest occupied orbital energy in eV: -4.2

Geometry as XYZ:
```
70
Properties=species:S:1:pos:R:3:forces:R:3:nbo_charge:R:1
Pb -0.371313 0.568293 1.124039 -0.2 0.2 0.3 1.475
C -1.244248 -3.554570 -1.018096 0.0 0.0 0.0 -0.393
C 0.228387 -3.300892 -0.674886 0.0 0.0 0.0 -0.413
C 0.474789 -2.603828 0.683472 0.0 0.1 -0.1 -0.250
N 1.069661 -1.277306 0.589037 0.0 0.1 0.0 -0.659
C 2.321293 -1.124378 0.243245 0.0 0.0 -0.1 0.231
C 3.160553 -2.239303 -0.045732 0.0 0.0 0.0 -0.310
C 4.457161 -2.340922 -0.509733 0.0 0.0 0.0 -0.154
C 5.361556 -1.365708 -0.903288 0.0 0.0 0.0 -0.333
C 5.125682 0.000817 -0.852956 0.0 0.0 0.0 -0.140
C 4.042570 0.708780 -0.374444 0.0 0.0 0.0 -0.352
C 2.810513 0.304313 0.221782 0.0 -0.1 0.0 0.243
N 1.985272 1.151493 0.768062 0.0 -0.1 -0.1 -0.641
C 2.272809 2.563634 0.856394 0.0 0.0 0.0 -0.232
C 1.818128 3.347133 -0.381159 0.0 0.0 0.0 -0.413
C 0.299247 3.532666 -0.468019 0.0 -0.1 0.0 -0.235
N -0.447806 2.307709 -0.667493 0.1 0.0 -0.1 -0.663
C -0.787668 1.930866 -1.869522 0.0 0.0 0.0 0.330
C -0.290888 2.554487 -3.055043 0.0 0.0 0.0 -0.380
C -0.729689 2.530263 -4.364411 0.0 0.0 0.1 -0.140
C -1.829002 1.902070 -4.928839 0.0 0.0 0.0 -0.354
C -2.670101 1.022552 -4.257043 0.0 0.0 0.0 -0.126
C -2.583180 0.490024 -2.988413 0.0 0.0 0.0 -0.364
C -1.669195 0.714403 -1.914593 0.1 -0.1 -0.1 0.235
N -1.609661 -0.062355 -0.868839 0.1 0.0 0.1 -0.658
C -2.437369 -1.258995 -0.786428 0.1 -0.1 0.0 -0.264
C -1.971900 -2.402066 -1.712863 0.0 0.0 0.0 -0.407
H -1.295235 -4.427517 -1.675363 0.0 0.0 0.0 0.193
H -1.786740 -3.825033 -0.105318 0.0 0.0 0.0 0.214
H 0.747667 -4.263000 -0.675716 0.0 0.0 0.0 0.197
H 0.691183 -2.701112 -1.464042 0.0 0.0 0.0 0.213
H -0.476888 -2.500687 1.211682 0.0 0.0 0.0 0.221
H 1.095931 -3.244112 1.319550 0.0 0.0 0.1 0.188
H 2.685419 -3.195878 0.118911 0.0 0.0 0.0 0.200
H 4.809215 -3.363903 -0.612357 0.0 0.0 0.0 0.195
H 6.316532 -1.695384 -1.293212 0.0 0.0 0.0 0.196
H 5.927983 0.623754 -1.239152 0.0 0.0 0.0 0.195
H 4.152226 1.781290 -0.459780 0.0 0.0 0.0 0.200
H 1.723114 2.950902 1.723844 0.0 0.0 0.0 0.191
H 3.333080 2.756556 1.052709 0.0 0.0 0.0 0.184
H 2.278437 4.340609 -0.352513 0.0 0.0 0.0 0.200
H 2.181704 2.838925 -1.279511 0.0 0.0 0.0 0.209
H -0.041697 3.968003 0.479604 0.0 0.0 0.0 0.191
H 0.069862 4.266211 -1.248542 0.0 0.0 0.0 0.188
H 0.583971 3.169606 -2.891975 0.0 0.0 0.0 0.200
H -0.132715 3.128399 -5.047618 0.0 0.0 0.0 0.194
H -2.040976 2.099469 -5.972307 0.0 0.0 0.0 0.196
H -3.507457 0.647986 -4.839656 0.0 0.0 0.0 0.194
H -3.342917 -0.247071 -2.765589 0.0 0.0 0.0 0.209
H -2.436968 -1.584651 0.256433 0.0 0.0 0.0 0.243
H -3.481446 -1.015562 -1.008791 0.0 0.1 0.1 0.189
H -2.845762 -2.814699 -2.225252 0.0 0.0 0.0 0.198
H -1.329624 -1.981824 -2.492675 0.0 0.0 0.0 0.208
N 0.072930 0.615995 4.360886 -0.1 0.0 0.0 -0.830
C -0.979080 -0.224585 4.950574 0.1 0.1 0.0 -0.213
C -1.013815 -1.606692 4.306114 0.1 -0.1 0.2 -0.530
C -2.077212 -1.807216 3.220336 -0.3 -0.3 0.1 0.783
O -2.570770 -2.942268 3.131375 0.1 0.2 -0.2 -0.733
O -2.353149 -0.792684 2.513646 0.0 0.0 -0.2 -0.852
H 0.988119 0.221200 4.541603 0.0 0.0 0.0 0.352
H 0.056073 1.551421 4.746594 0.0 0.0 0.0 0.355
H -1.934797 0.274219 4.781123 0.0 0.0 0.0 0.204
H -0.853957 -0.338187 6.035845 0.0 0.0 0.0 0.152
H -1.186787 -2.384058 5.049686 0.1 0.0 0.0 0.216
H -0.038027 -1.810579 3.847901 0.0 0.0 0.0 0.211
Br -4.435865 1.987244 -0.071862 0.0 0.0 0.1 0.034
C -3.794558 1.738469 1.727863 0.0 -0.1 0.0 -0.523
Br -2.693124 3.205989 2.335215 0.0 0.1 0.0 0.032
H -3.203479 0.826497 1.774483 -0.1 0.0 0.0 0.284
H -4.646023 1.674746 2.391040 0.0 0.1 0.0 0.222
```
Positions in Å, forces in eV/Å.